[1]
Molecular formula: C21H40Cl2DyN4O3SSi3
Method: DFT, wB97M-V/def2-TZVPD

- Total charge: +1
- Energy relative to the best compared isomer or geometry (same formula, charge and spin): 0.00 kcal per mole
- Spin multiplicity: 6
- E: -4341.0858 Ha
- E_LUMO (spin up / spin down): -2.36 / -2.67 eV
- Maximum force: 1.01 eV Å⁻¹
- HOMO energy (spin up / spin down): -10.57 / -10.46 eV
- M: 746.31 g mol⁻¹

CARTESIAN COORDINATES (ANGSTROEM)
1 Dy -0.35 -0.08 0.62
2 Cl 0.85 -0.38 3.48
3 Cl -2.03 -0.62 3.18
4 S -3.28 1.08 0.56
5 Si 2.40 1.64 0.40
6 Si -0.09 3.54 0.74
7 Si 0.46 1.93 -1.97
8 O 2.26 -0.06 0.31
9 O 0.12 -2.20 1.25
10 O -0.07 -1.86 -0.91
11 N -2.62 -1.97 0.28
12 N -5.56 -0.24 -0.13
13 N -6.06 -1.49 -0.42
14 N -3.92 -1.54 0.06
15 C -4.26 -0.23 0.16
16 C -5.04 -2.27 -0.29
17 C -0.59 2.99 2.47
18 C 2.23 -6.30 -0.73
19 C 1.47 0.56 -2.76
20 C 1.10 4.96 0.86
21 C 1.54 -5.65 -1.74
22 C 0.92 -4.44 -1.49
23 C 0.68 2.05 -0.10
24 C 0.97 -3.89 -0.22
25 C -0.70 -0.45 4.34
26 C 2.96 2.06 2.12
27 C -5.03 -3.74 -0.50
28 C 1.65 -4.54 0.81
29 C 2.29 -5.74 0.55
30 C -1.63 4.19 -0.08
31 C 0.81 3.54 -2.84
32 C 3.74 2.30 -0.70
33 C -1.30 1.42 -2.36
34 C 0.31 -2.59 0.05
35 C 3.32 -0.94 -0.05
36 H 3.65 2.06 -1.76
37 H -2.06 2.10 -1.97
38 H 1.17 0.50 -3.81
39 H 1.68 -4.10 1.79
40 H -1.55 2.46 2.46
41 H -0.68 -1.30 5.01
42 H -1.95 5.09 0.46
43 H 4.72 1.96 -0.35
44 H -6.04 -4.06 -0.74
45 H 1.86 3.83 -2.72
46 H -2.23 -2.37 -0.56
47 H 1.27 -0.41 -2.30
48 H 0.61 5.79 1.39
49 H 2.55 0.73 -2.74
50 H 0.19 4.36 -2.48
51 H -4.71 -4.26 0.41
52 H 1.50 -6.09 -2.73
53 H -6.16 0.57 -0.17
54 H 2.90 -1.85 -0.47
55 H -1.41 1.36 -3.45
56 H 3.96 -0.48 -0.81
57 H -0.70 3.84 3.15
58 H 4.00 1.75 2.21
59 H -1.55 0.41 -1.99
60 H 0.17 2.33 2.91
61 H -0.83 0.49 4.87
62 H 0.41 -3.90 -2.28
63 H -1.47 4.49 -1.12
64 H 0.62 3.41 -3.90
65 H 3.73 3.39 -0.62
66 H 2.83 -6.25 1.33
67 H -2.46 3.48 -0.07
68 H 3.93 -1.19 0.82
69 H 1.37 5.32 -0.14
70 H -4.37 -4.02 -1.31
71 H 2.93 3.13 2.31
72 H 2.40 1.57 2.91
73 H 2.72 -7.24 -0.93
74 H -2.59 -2.64 1.04
75 H 2.03 4.73 1.39

Here are the Löwdin charges for atoms 1 to 6, given in e: number 1, Dy, carries 1.472; number 2, Cl, carries 0.656; number 3, Cl, carries 0.574; number 4, S, carries 0.658; number 5, Si, carries 0.266; number 6, Si, carries 0.344



[2]
Molecular formula: C2H7N4S
Method: DFT, wB97M-V/def2-TZVPD

- Total charge: +1
- Energy relative to the best compared isomer or geometry (same formula, charge and spin): 25.41 kcal per mole
- Spin multiplicity: 3
- E: -697.1965 Ha
- E_LUMO (spin up / spin down): -3.00 / -6.72 eV
- Maximum force: 4.55 eV Å⁻¹
- HOMO energy (spin up / spin down): -9.45 / -14.04 eV
- M: 119.17 g mol⁻¹

CARTESIAN COORDINATES (ANGSTROEM)
1 S 1.41 -1.24 -0.43
2 N -0.46 1.97 -1.38
3 N -0.10 -1.91 1.74
4 N -0.83 0.22 0.14
5 N 1.09 0.27 -1.13
6 C -0.15 0.83 -0.76
7 C 0.50 -0.96 1.14
8 H -1.62 0.41 0.65
9 H -1.14 2.64 -1.08
10 H -0.01 2.27 -2.32
11 H 0.86 -0.18 1.66
12 H 1.34 0.17 -2.03
13 H -0.37 -1.94 2.70
14 H -0.53 -2.54 1.09

Here are the Löwdin charges for atoms 1 to 6, given in e: number 1, S, carries 1.060; number 2, N, carries 0.173; number 3, N, carries 0.085; number 4, N, carries 0.138; number 5, N, carries -0.183; number 6, C, carries -0.550



[3]
Molecular formula: C5H9N3
Method: DFT, wB97M-V/def2-TZVPD

- Energy relative to the best compared isomer or geometry (same formula, charge and spin): 90.36 kcal per mole
- Spin multiplicity: 1
- E: -360.0533 Ha
- E_LUMO: 0.35 eV
- Maximum force: 4.32 eV Å⁻¹
- HOMO energy: -8.48 eV
- M: 111.15 g mol⁻¹

CARTESIAN COORDINATES (ANGSTROEM)
1 N -0.22 0.31 -0.22
2 N 0.56 0.48 2.01
3 N 1.70 -0.96 -2.00
4 C 0.85 -1.58 0.65
5 C 0.24 -0.31 1.06
6 C -1.53 -0.16 -0.74
7 C -0.04 1.77 -0.33
8 C 1.15 -0.85 -0.98
9 H 1.63 -1.94 1.31
10 H -2.25 -0.27 0.06
11 H 1.02 2.00 -0.42
12 H -0.45 2.26 0.55
13 H -0.57 2.17 -1.20
14 H 1.15 0.01 2.70
15 H 0.12 -2.31 0.31
16 H -1.93 0.49 -1.52
17 H -1.42 -1.13 -1.24

Here are the Löwdin charges for atoms 1 to 6, given in e: number 1, N, carries -0.251; number 2, N, carries 0.177; number 3, N, carries 0.077; number 4, C, carries 0.011; number 5, C, carries -0.406; number 6, C, carries -0.047



[4]
Molecular formula: C4H12NO2
Method: DFT, wB97M-V/def2-TZVPD

- Total charge: -1
- Energy relative to the best compared isomer or geometry (same formula, charge and spin): 15.51 kcal per mole
- Spin multiplicity: 1
- E: -364.8308 Ha
- E_LUMO: 4.28 eV
- Maximum force: 1.29 eV Å⁻¹
- HOMO energy: -2.96 eV
- M: 106.14 g mol⁻¹

CARTESIAN COORDINATES (ANGSTROEM)
1 O -0.15 -0.56 1.57
2 O -2.85 0.27 1.54
3 N 0.67 0.65 -1.83
4 C 0.39 -1.31 0.57
5 C 1.71 -0.72 0.04
6 C 1.54 0.64 -0.65
7 C -0.71 0.93 -1.45
8 H 0.78 -0.27 -2.22
9 H -1.93 -0.09 1.67
10 H -0.73 1.98 -1.14
11 H 2.55 0.97 -0.94
12 H -1.01 0.48 -0.51
13 H 2.41 -0.56 0.87
14 H -2.87 0.97 2.21
15 H -1.46 0.78 -2.21
16 H -0.28 -1.49 -0.29
17 H 2.15 -1.42 -0.69
18 H 0.64 -2.33 0.94
19 H 1.16 1.39 0.05

Here are the Löwdin charges for atoms 1 to 6, given in e: number 1, O, carries -0.339; number 2, O, carries -0.132; number 3, N, carries -0.133; number 4, C, carries -0.525; number 5, C, carries -0.214; number 6, C, carries -0.276



[5]
Molecular formula: C4H3ClNO2S
Method: DFT, wB97M-V/def2-TZVPD

- Total charge: -1
- Energy relative to the best compared isomer or geometry (same formula, charge and spin): 56.74 kcal per mole
- Spin multiplicity: 1
- E: -1217.8376 Ha
- E_LUMO: 2.91 eV
- Maximum force: 3.68 eV Å⁻¹
- HOMO energy: -4.58 eV
- M: 164.59 g mol⁻¹

CARTESIAN COORDINATES (ANGSTROEM)
1 Cl 2.76 -1.65 0.09
2 S -2.04 -0.72 0.45
3 O 2.24 1.13 0.74
4 O 1.19 0.45 -1.29
5 N -0.74 1.42 -0.06
6 C -1.90 0.99 0.33
7 C 1.59 0.47 -0.02
8 C -0.30 -1.01 -0.12
9 C 0.17 0.38 -0.30
10 H -2.68 1.73 0.47
11 H -0.47 -1.64 -1.06
12 H 0.16 -1.55 0.77

Here are the Löwdin charges for atoms 1 to 6, given in e: number 1, Cl, carries -0.156; number 2, S, carries 0.847; number 3, O, carries 0.031; number 4, O, carries 0.095; number 5, N, carries 0.079; number 6, C, carries -0.494



[6]
Molecular formula: C55H66F9O7Zn
Method: DFT, wB97M-V/def2-TZVPD

- Total charge: +1
- Energy relative to the best compared isomer or geometry (same formula, charge and spin): 34.35 kcal per mole
- Spin multiplicity: 1
- E: -5339.8057 Ha
- E_LUMO: -6.75 eV
- Maximum force: 3.97 eV Å⁻¹
- HOMO energy: -10.36 eV
- M: 1075.50 g mol⁻¹

CARTESIAN COORDINATES (ANGSTROEM)
1 Zn 0.32 4.94 1.45
2 F 0.32 0.73 2.29
3 F 0.46 0.92 -6.15
4 F 2.15 1.57 1.49
5 F 1.18 -0.12 0.52
6 F 0.10 -1.40 5.35
7 F -3.49 0.53 -4.99
8 F 6.65 0.76 0.44
9 F 1.12 -3.02 -1.34
10 F 5.29 -4.96 4.10
11 O -4.83 2.04 -1.16
12 O -0.99 1.42 -0.26
13 O -2.60 2.33 3.36
14 O 1.81 3.88 2.62
15 O -2.17 3.89 -2.06
16 O -0.23 3.23 0.73
17 O -3.34 0.55 1.01
18 C -0.83 1.80 4.87
19 C -2.79 -2.42 -7.00
20 C 4.77 -3.89 3.49
21 C 6.05 1.24 2.62
22 C -2.05 0.34 -2.12
23 C 2.75 2.37 4.23
24 C 4.33 -3.91 2.19
25 C -1.23 -3.09 -1.16
26 C -3.64 -0.64 -5.65
27 C 0.04 4.48 -2.74
28 C 0.95 1.03 1.14
29 C -3.25 0.88 5.12
30 C -2.27 1.74 4.35
31 C 2.85 0.78 -2.84
32 C 0.64 -2.21 3.21
33 C -0.71 -4.56 3.77
34 C 4.68 -2.71 4.21
35 C 2.01 2.00 -4.75
36 C 3.82 -2.79 1.56
37 C -5.07 -2.51 -6.15
38 C 3.70 -1.62 2.32
39 C -0.09 -3.23 -1.93
40 C 1.17 0.92 -5.00
41 C 0.53 -3.19 2.22
42 C -2.47 -3.16 -1.76
43 C -1.36 3.95 -2.95
44 C 3.70 4.68 3.87
45 C 7.01 0.81 1.73
46 C 8.29 0.48 2.14
47 C -1.67 3.37 -4.32
48 C -1.42 -3.63 -3.91
49 C -5.59 1.71 -2.03
50 C 2.85 1.91 -3.65
51 C -6.46 0.48 -1.91
52 C -0.19 -3.51 -3.26
53 C -2.41 -1.47 1.87
54 C -5.72 2.51 -3.31
55 C -3.53 -0.55 1.45
56 C 7.71 1.24 4.34
57 C 8.67 0.76 3.45
58 C -2.59 -1.20 -6.35
59 C -0.62 -3.58 4.75
60 C 1.95 -0.26 -3.05
61 C -2.56 -3.46 -3.12
62 C 0.15 2.02 0.25
63 C -4.87 -1.25 -5.60
64 C 2.65 3.66 3.48
65 C -0.76 0.59 -1.38
66 C -4.02 -3.05 -6.87
67 C 0.07 -2.41 4.44
68 C 1.08 -0.14 -4.14
69 C 6.41 1.48 3.94
70 C -4.95 -1.05 1.63
71 C -0.10 -4.38 2.53
72 C 4.14 -1.57 3.63
73 H -5.68 -0.78 -5.05
74 H -2.49 1.29 -2.43
75 H 9.67 0.63 3.84
76 H -2.85 -0.19 -1.60
77 H 3.57 1.78 3.80
78 H -4.92 2.34 -4.03
79 H 4.08 -0.71 4.29
80 H 4.63 4.18 4.12
81 H -1.10 -2.89 -0.10
82 H 5.01 -2.66 5.24
83 H 0.62 4.38 -3.66
84 H 1.16 -1.28 3.07
85 H 5.74 1.90 4.68
86 H -1.64 -0.68 -6.44
87 H -5.91 -0.37 -2.31
88 H -6.58 0.31 -0.84
89 H 4.40 -4.81 1.58
90 H -0.41 0.81 4.74
91 H -0.80 2.78 -4.60
92 H -2.54 2.72 -4.21
93 H 2.05 -1.07 -2.35
94 H -0.34 -0.40 -1.17
95 H 0.92 2.15 -0.54
96 H -1.49 -1.00 1.55
97 H -7.44 0.57 -2.37
98 H -5.10 -1.77 0.81
99 H 2.06 2.88 -5.37
100 H 0.42 -0.99 -4.29
101 H -0.35 2.55 4.24
102 H -1.85 4.11 -5.11
103 H -2.50 -2.48 1.47
104 H 0.52 3.82 -2.01
105 H 0.70 -3.61 -3.88
106 H 3.57 2.69 -3.42
107 H -6.01 -3.04 -6.08
108 H -2.85 -0.13 5.14
109 H 5.04 1.43 2.27
110 H -5.72 -0.29 1.58
111 H 3.54 -2.70 0.53
112 H -3.40 -3.05 -1.22
113 H -4.22 0.87 4.64
114 H -3.38 1.30 6.12
115 H 1.09 -2.97 1.32
116 H 3.26 -0.73 1.89
117 H -0.21 -5.14 1.77
118 H -4.24 -3.97 -7.40
119 H 3.77 5.40 3.06
120 H 9.02 0.20 1.40
121 H -6.65 2.38 -3.85
122 H -1.52 -3.89 -4.95
123 H -0.14 1.05 -2.16
124 H -1.86 -0.22 -3.04
125 H 0.06 5.52 -2.40
126 H -1.16 -3.60 5.69
127 H 3.54 0.80 -2.01
128 H -2.39 -1.56 2.96
129 H -3.51 -3.51 -3.63
130 H -5.05 -1.62 2.56
131 H 7.98 1.37 5.38
132 H -1.27 -5.46 4.01
133 H -5.61 3.56 -3.03
134 H 2.87 2.56 5.29
135 H 1.87 1.75 4.10
136 H -0.87 2.10 5.92
137 H 3.33 5.19 4.76
138 H -1.98 -2.89 -7.55

Here are the Löwdin charges for atoms 1 to 6, given in e: number 1, Zn, carries 1.244; number 2, F, carries 0.135; number 3, F, carries 0.062; number 4, F, carries 0.107; number 5, F, carries 0.157; number 6, F, carries 0.041



Which of these has the lowest maximum force? C21H40Cl2DyN4O3SSi3